C41H34CrN5O6Se | ωB97M-V with the def2-TZVPD basis set

XYZ file:
```
88
C41H34CrN5O6Se, DFT ωB97M-V with the def2-TZVPD basis set
Cr 0.15975 0.30031 -0.04665
O -2.33353 6.43993 3.80885
C -3.04201 5.27917 4.00605
O -3.96790 5.32023 4.78637
C -2.60451 4.10728 3.25650
C -3.21850 2.87223 3.51131
C -2.85115 1.71824 2.86775
C -1.79632 1.70034 1.89675
C -1.21895 2.97642 1.60673
C -1.60258 4.11196 2.26333
N -1.35651 0.59802 1.28764
C -1.97659 -0.64666 1.53108
C -1.74933 -1.64759 0.64250
C -2.32535 -2.97135 0.70573
C -2.14368 -3.84061 -0.31003
C -1.36167 -3.46782 -1.45092
C -0.76107 -2.24333 -1.42959
N -0.89440 -1.35960 -0.42236
H -1.59407 6.24966 3.22124
H -4.01075 2.84711 4.24996
H -3.37876 0.80755 3.10659
H -0.45685 3.03694 0.84611
H -1.10892 5.03248 1.95762
H -2.58883 -0.81256 2.40523
H -2.90808 -3.23629 1.57988
H -2.58594 -4.83012 -0.25964
H -1.21273 -4.13568 -2.28683
H -0.13050 -1.91947 -2.25107
N 2.68104 8.22871 -6.06780
C 2.36022 7.37832 -5.36224
C 1.96059 6.31839 -4.47610
C 2.52330 5.04889 -4.60721
C 2.13948 4.03240 -3.75008
C 1.18983 4.28027 -2.76192
C 0.62744 5.54622 -2.63626
C 1.00936 6.56803 -3.48853
C 0.79109 3.17322 -1.84763
C 1.62117 2.95316 -0.74358
C 2.73987 3.73783 -0.36159
C 3.21754 3.19832 0.81328
C 2.38498 2.09517 1.10530
N 1.43565 1.94686 0.19065
C -0.37398 2.49209 -2.16220
C -1.30677 2.80641 -3.19120
C -2.34905 1.92246 -3.06304
C -2.01777 1.07788 -1.97273
N -0.85610 1.40949 -1.44214
H 3.25647 4.86244 -5.38080
H 2.55060 3.03130 -3.84583
H -0.11206 5.72248 -1.86536
H 0.57752 7.55570 -3.39598
H 3.12221 4.59071 -0.90042
H 4.05740 3.53302 1.40130
H 2.45658 1.39920 1.92699
H -1.19628 3.59670 -3.91679
H -3.24052 1.85920 -3.66609
H -2.57990 0.24603 -1.57427
C 4.34723 -0.88758 7.01685
C 3.57137 -1.07485 5.73905
C 2.42619 -0.33932 5.47976
C 1.69797 -0.49906 4.30132
C 0.46215 0.33123 4.08692
C 2.12934 -1.43890 3.36193
C 3.27059 -2.21102 3.61481
C 3.75703 -3.24652 2.63386
C 3.97915 -2.00742 4.79276
C 1.38142 -1.62260 2.04949
O 1.03077 -2.74122 1.69984
O 1.25007 -0.52526 1.39162
H 3.98611 -0.02016 7.57015
H 5.41070 -0.74171 6.81577
H 4.25528 -1.76110 7.66751
H 2.08116 0.38688 6.20977
H 0.10318 0.73122 5.03633
H -0.33416 -0.25349 3.62707
H 0.64890 1.16901 3.41329
H 3.97857 -2.79952 1.66301
H 2.99199 -3.99998 2.45546
H 4.66523 -3.72191 3.00811
H 4.87334 -2.59712 4.97597
C 2.86516 -1.86863 -0.88446
C 2.34906 -0.87654 -1.88506
O 2.93553 -0.92257 -3.02785
O 1.43555 -0.08590 -1.60982
H 3.58012 -2.54366 -1.34823
H 2.03583 -2.41925 -0.43806
H 3.34713 -1.30634 -0.08309
Se 2.44165 0.24325 -4.47488
```

## Properties
Charge = -2
Frontier orbital gap (spin up / spin down) = 0.1645 / 0.1688 Ha
ΔE to the lowest compared entry with this formula, charge and spin = 0.0 kJ/mol
Spin multiplicity = 4
⟨S²⟩ = 3.78

---

C41H34F3I2NO6Pt | ωB97M-V with the def2-TZVPD basis set

XYZ file:
```
88
C41H34F3I2NO6Pt, DFT ωB97M-V with the def2-TZVPD basis set
Pt -0.16693 0.24428 -0.60831
I 2.92188 -3.32016 1.63306
C 1.96915 -1.96588 2.94926
I 0.85006 -0.33704 2.13291
H 2.74651 -1.52404 3.56221
H 1.28621 -2.54709 3.55754
C -3.08643 6.41284 0.11329
C -3.40175 5.06110 0.72142
C -4.57928 5.08003 1.67472
O -3.67984 4.10701 -0.30193
C -2.50763 3.32593 -0.47534
C -1.97659 3.26968 0.94632
O -2.22913 4.59039 1.39549
C -0.51053 2.83009 1.14117
O -0.58092 1.40486 0.93597
C -0.16302 2.95634 2.63294
C -0.98855 2.33758 3.57451
C -0.69845 2.40316 4.92420
C 0.42755 3.09002 5.36265
C 1.25128 3.70534 4.43683
C 0.95668 3.64095 3.08004
C 0.48889 3.57856 0.27374
C 1.51657 2.92411 -0.40260
C 2.42639 3.61538 -1.18504
C 2.33948 4.99419 -1.28542
C 1.34388 5.66494 -0.58883
C 0.42982 4.97026 0.18696
C -2.73912 1.94865 -1.13478
O -1.35495 1.64310 -1.38463
C -3.54772 0.99097 -0.27457
C -4.70728 1.42776 0.36982
C -5.45757 0.54726 1.13344
C -5.08067 -0.78282 1.26135
C -3.95266 -1.23516 0.59639
C -3.20937 -0.35295 -0.17093
C -3.36744 2.12836 -2.51646
C -2.70033 2.91720 -3.45455
C -3.23080 3.12065 -4.71526
C -4.44247 2.53731 -5.06444
C -5.10711 1.74694 -4.14344
C -4.57122 1.54175 -2.87797
H -3.97339 6.82653 -0.36524
H -2.29995 6.30690 -0.63372
H -2.74816 7.10130 0.88779
H -5.49781 5.28747 1.12600
H -4.43965 5.84753 2.43531
H -4.66921 4.11059 2.16409
H -1.80150 3.86006 -1.11757
H -2.57446 2.56243 1.52741
H -1.85438 1.77793 3.24657
H -1.34837 1.91263 5.63689
H 0.65758 3.14273 6.41855
H 2.13423 4.23876 4.76422
H 1.61874 4.12176 2.37266
H 1.56231 1.84502 -0.33123
H 3.19509 3.06825 -1.71448
H 3.04353 5.54532 -1.89441
H 1.27765 6.74414 -0.64568
H -0.32632 5.50990 0.73607
H -5.02777 2.45285 0.26602
H -6.35167 0.90596 1.62821
H -5.67197 -1.46027 1.86347
H -3.64043 -2.26919 0.65805
H -2.33214 -0.70480 -0.69452
H -1.74546 3.35738 -3.20149
H -2.69698 3.73395 -5.42949
H -4.86038 2.69613 -6.04990
H -6.04762 1.28000 -4.40642
H -5.10296 0.91645 -2.17314
F 0.28201 1.22024 -3.24958
C -0.18054 0.08038 -2.74455
F 0.59143 -0.87854 -3.30138
F -1.41152 -0.17260 -3.17738
O 2.79395 -0.70796 -1.54075
C 1.99903 -1.60673 -1.47278
N 0.69830 -1.48324 -0.94330
C 0.01112 -2.70480 -1.01641
O -1.12944 -2.88026 -0.67056
C 0.97659 -3.69461 -1.56418
C 0.82624 -5.04735 -1.79117
C 1.92179 -5.72542 -2.31402
C 3.11580 -5.06287 -2.59361
C 3.25570 -3.69877 -2.36061
C 2.16117 -3.03716 -1.84244
H -0.10516 -5.54945 -1.56917
H 1.85062 -6.78723 -2.50911
H 3.94692 -5.62356 -3.00027
H 4.17682 -3.17321 -2.57097
```

## Properties
Charge = 0
Frontier orbital gap = 0.2252 Ha